Record 1
# CH5N2O

2 unconnected molecules or ions with the total composition CH5N2O in a non-equilibrium geometry (the ωB97M-V functional and the def2-TZVPD basis, the Open Molecules 2025 dataset).

Structure (ORCA input):
```
! wB97M-V def2-TZVPD RIJCOSX def2/J DEFGRID3
* xyz -1 1
O 1.256 -0.005 -2.186
H 1.570 -0.517 -2.935
N -0.202 -0.406 -0.137
C -0.830 0.168 0.910
N -0.624 0.228 2.190
H 0.122 -1.292 0.275
H 0.291 0.192 -1.053
H -1.805 0.689 0.598
H 0.222 0.943 2.339
*
```

Results
Energy relative to the best compared isomer or geometry (same formula, charge and spin) = 288.6 kJ/mol
Kohn-Sham gap = 8.40 eV
F_max = 3.4 eV Å⁻¹
Total energy = -6143.3081 eV
E_HOMO = -3.5 eV
Lowest unoccupied orbital energy = 0.1786 hartree

Atomic partial charges in e from the Löwdin method, atoms 1 to 6: -0.53 -0.14 0.01 -0.53 -0.10 0.07



Record 2
# C18H30AsF6N5O5

A molecular structure, C18H30AsF6N5O5 in a non-equilibrium geometry (the ωB97M-V functional and the def2-TZVPD basis, the Open Molecules 2025 dataset).

Structure (ORCA input):
```
! wB97M-V def2-TZVPD RIJCOSX def2/J DEFGRID3
* xyz 2 1
N -2.893 1.157 0.943
O -2.367 1.428 2.056
O -3.206 2.073 0.167
O -3.041 -0.043 0.640
C -0.590 4.205 2.351
C -0.886 5.091 1.185
O -0.190 5.982 0.830
N -2.135 4.813 0.420
H -2.218 5.484 -0.349
H -2.076 3.886 -0.024
C -3.397 4.922 1.282
H -0.564 3.195 1.937
H -1.369 4.319 3.103
H 0.351 4.570 2.748
H -4.196 4.476 0.697
H -3.417 5.976 1.539
H -3.390 4.292 2.166
C -3.710 -2.496 -2.193
C -3.017 -1.352 -2.871
O -2.181 -1.420 -3.683
N -3.362 0.005 -2.234
H -4.347 0.013 -1.970
H -2.846 0.114 -1.345
C -3.067 1.185 -3.139
H -3.441 -2.455 -1.140
H -3.520 -3.377 -2.796
H -4.770 -2.258 -2.343
H -2.182 1.226 -3.763
H -2.911 1.985 -2.412
H -3.979 1.402 -3.688
C -1.110 -1.127 3.533
N -0.023 -1.673 2.709
C 0.119 -1.237 1.456
C 1.202 -1.624 0.697
C 2.155 -2.498 1.218
C 2.025 -2.860 2.556
C 0.945 -2.428 3.273
C 3.290 -2.899 0.351
C 3.920 -1.984 -0.488
C 4.963 -2.413 -1.291
N 5.349 -3.696 -1.320
C 4.788 -4.569 -0.455
C 3.789 -4.200 0.415
C 6.473 -4.193 -2.175
H -0.725 -0.226 4.004
H -1.408 -1.814 4.323
H -1.962 -0.942 2.885
H -0.649 -0.551 1.121
H 1.073 -1.201 -0.290
H 2.827 -3.439 2.995
H 0.625 -2.729 4.262
H 3.635 -0.941 -0.504
H 5.451 -1.834 -2.065
H 5.127 -5.588 -0.580
H 3.383 -4.883 1.146
H 7.396 -4.379 -1.633
H 6.667 -3.407 -2.900
H 6.098 -5.096 -2.647
As 0.500 2.301 -1.239
F 1.769 1.088 -1.119
F 0.956 2.985 0.307
F -0.761 3.507 -1.349
F 0.022 1.609 -2.783
F -0.592 1.180 -0.457
F 1.598 3.362 -2.075
*
```

Results
Energy relative to the best compared isomer or geometry (same formula, charge and spin) = 0.0 kJ/mol
Kohn-Sham gap = 6.91 eV
F_max = 2.4 eV Å⁻¹
Total energy = -113969.6691 eV
E_HOMO = -14.1 eV
Lowest unoccupied orbital energy = -0.2638 hartree

Atomic partial charges in e from the Löwdin method, atoms 1 to 6: -0.58 -0.03 -0.04 -0.06 0.02 -0.44



Record 3
# C27H36NP3Y

A molecular structure, C27H36NP3Y in a non-equilibrium geometry (the ωB97M-V functional and the def2-TZVPD basis, the Open Molecules 2025 dataset).

Structure (ORCA input):
```
! wB97M-V def2-TZVPD RIJCOSX def2/J DEFGRID3
* xyz 1 1
C 3.333 -3.369 -1.003
C 2.225 -2.548 -1.189
C 1.017 -2.875 -0.493
C 0.961 -4.031 0.301
C 2.125 -4.760 0.553
C 3.304 -4.449 -0.114
C -0.344 -4.525 0.857
C -1.542 -3.799 0.321
C -1.386 -2.674 -0.505
C -2.513 -2.151 -1.217
C -3.765 -2.698 -0.953
C -3.933 -3.722 -0.014
C -2.822 -4.259 0.631
H 4.248 -3.154 -1.557
H 2.088 -5.592 1.258
H 4.202 -5.045 0.047
H -0.437 -5.592 0.575
H -4.635 -2.313 -1.488
H -4.930 -4.105 0.201
H -2.940 -5.054 1.370
N -0.124 -2.069 -0.623
Y 0.001 0.033 0.003
C 2.304 -1.371 -2.154
H 1.457 -1.393 -2.856
H 3.238 -1.415 -2.734
C -2.353 -1.037 -2.244
H -1.481 -1.226 -2.887
H -3.251 -0.964 -2.875
P 2.306 0.325 -1.372
P -2.134 0.672 -1.531
C -3.848 1.021 -1.030
H -3.907 1.989 -0.515
H -4.490 1.039 -1.923
H -4.205 0.241 -0.346
C -1.925 1.719 -3.012
H -2.845 1.725 -3.614
H -1.693 2.744 -2.693
H -1.087 1.352 -3.620
C 3.914 0.251 -0.512
H 4.734 0.169 -1.241
H 4.044 1.159 0.092
H 3.933 -0.615 0.160
C 2.596 1.474 -2.755
H 2.659 2.495 -2.347
H 3.528 1.234 -3.288
H 1.748 1.439 -3.454
H -0.333 -4.573 1.942
H 1.210 -0.058 1.504
C -2.145 2.049 2.446
P -0.768 2.427 1.299
C -1.397 3.837 0.309
C 0.481 3.230 2.376
C 1.831 3.208 1.967
C 2.800 3.857 2.729
C 2.440 4.533 3.901
C 1.106 4.544 4.317
C 0.124 3.893 3.559
H -2.905 1.457 1.917
H -2.605 2.965 2.839
H -1.757 1.446 3.278
H -1.524 4.715 0.958
H -0.659 4.078 -0.468
H -2.350 3.597 -0.180
H 2.116 2.667 1.059
H 3.845 3.842 2.412
H 3.203 5.044 4.490
H 0.822 5.061 5.236
H -0.912 3.906 3.899
*
```

Results
Energy relative to the best compared isomer or geometry (same formula, charge and spin) = 0.0 kJ/mol
Kohn-Sham gap = 6.48 eV
F_max = 1.8 eV Å⁻¹
Total energy = -58978.5610 eV
E_HOMO = -9.6 eV
Lowest unoccupied orbital energy = -0.1133 hartree

Atomic partial charges in e from the Löwdin method, atoms 1 to 6: -0.06 -0.23 -0.21 -0.15 -0.03 -0.07



Record 4
# CsH30O15

A molecular structure, CsH30O15 (the ωB97M-V functional and the def2-TZVPD basis, the Open Molecules 2025 dataset).

Structure (ORCA input):
```
! wB97M-V def2-TZVPD RIJCOSX def2/J DEFGRID3
* xyz 1 1
Cs 10.971 9.895 7.666
O 8.863 8.088 9.108
H 8.538 7.875 9.989
H 8.139 7.963 8.472
O 11.141 5.606 8.676
H 10.649 4.985 8.128
H 10.470 6.113 9.166
O 10.764 13.182 6.171
H 10.604 13.271 5.228
H 10.029 13.651 6.590
O 11.259 7.184 4.266
H 11.998 6.766 3.796
H 10.829 6.490 4.772
O 6.959 8.335 6.751
H 7.258 9.112 6.257
H 6.554 7.717 6.134
O 5.961 9.487 9.111
H 5.067 9.609 9.464
H 5.838 8.978 8.298
O 8.031 11.726 9.123
H 7.616 12.384 9.715
H 7.551 10.893 9.279
O 14.343 11.017 5.183
H 14.395 11.949 5.440
H 13.409 10.768 5.186
O 7.876 10.920 6.143
H 7.539 11.260 6.975
H 7.435 11.426 5.449
O 12.941 14.946 6.795
H 12.787 15.896 6.679
H 12.064 14.532 6.850
O 12.985 14.346 9.794
H 12.213 13.806 9.568
H 13.388 14.540 8.925
O 10.721 12.048 9.890
H 9.765 12.134 9.788
H 10.967 12.247 10.797
O 14.394 9.912 8.316
H 15.008 10.646 8.443
H 14.795 9.416 7.587
O 12.641 9.256 10.707
H 13.555 9.143 10.401
H 12.708 9.935 11.391
O 11.509 10.003 4.664
H 11.184 10.436 3.859
H 11.616 9.072 4.405
*
```

Results
Energy relative to the best compared isomer or geometry (same formula, charge and spin) = 0.0 kJ/mol
Kohn-Sham gap = 10.01 eV
F_max = 0.7 eV Å⁻¹
Total energy = -31745.3116 eV
E_HOMO = -12.9 eV
Lowest unoccupied orbital energy = -0.1054 hartree

Atomic partial charges in e from the Löwdin method, atoms 1 to 6: 1.13 -0.15 0.06 0.01 -0.06 0.03